(P)
Below is C27H41CaCl2N9O5P2S as an isolated structure, with properties calculated with the ωB97M-V functional and the def2-TZVPD basis.

Geometry as ORCA input:
```
! RIJCOSX wB97M-V def2-TZVPD def2/J DEFGRID3
* xyz 0 1
Ca 0.215 -0.629 0.461
C 2.264 2.953 2.553
C 1.533 2.019 1.627
N 1.107 0.847 1.991
N 1.319 0.512 3.269
C 0.761 -0.603 3.739
N 0.996 -0.776 5.073
S -0.219 -1.757 2.981
C 1.154 2.496 0.300
C 1.555 3.758 -0.160
C 1.067 4.233 -1.362
C 0.190 3.446 -2.093
C -0.126 2.195 -1.587
N 0.332 1.726 -0.436
H 3.252 3.202 2.158
H 2.386 2.473 3.518
H 1.704 3.882 2.688
H 1.723 -0.221 5.494
H 0.783 -1.680 5.451
H 2.238 4.358 0.423
H 1.364 5.209 -1.724
H -0.219 3.785 -3.033
H -0.786 1.534 -2.138
O 1.824 -2.891 -1.877
C 1.864 -2.592 -0.684
O 0.890 -2.482 0.124
C 3.228 -2.350 -0.042
C 4.345 -3.086 -0.498
C 5.547 -2.909 0.115
C 5.651 -1.981 1.176
C 6.851 -1.745 1.884
C 6.888 -0.839 2.907
C 5.729 -0.121 3.260
C 4.554 -0.319 2.589
C 4.482 -1.263 1.538
N 3.286 -1.466 0.922
H 4.199 -3.765 -1.326
H 6.425 -3.462 -0.200
H 7.742 -2.296 1.605
H 7.809 -0.674 3.452
H 5.775 0.593 4.073
H 3.650 0.211 2.858
C -4.162 2.582 -0.663
N -3.155 2.029 0.221
C -2.333 2.991 0.940
P -2.894 0.405 0.368
O -1.634 0.116 1.057
O -3.030 -0.125 -1.142
P -1.973 -1.185 -1.871
O -0.589 -0.859 -1.520
N -2.356 -0.907 -3.445
C -3.593 -0.321 -3.919
C -1.270 -0.982 -4.420
N -2.480 -2.699 -1.480
C -3.726 -3.209 -2.027
C -2.188 -3.218 -0.140
N -4.146 -0.409 1.100
C -4.135 -0.363 2.563
C -5.480 -0.421 0.525
H -4.929 3.124 -0.102
H -4.638 1.781 -1.227
H -3.703 3.277 -1.373
H -2.945 3.599 1.613
H -1.818 3.656 0.239
H -1.584 2.460 1.524
H -4.341 -0.324 -3.129
H -3.975 -0.892 -4.769
H -3.444 0.714 -4.245
H -0.389 -1.412 -3.946
H -1.013 0.011 -4.802
H -1.568 -1.614 -5.261
H -3.912 -2.782 -3.010
H -4.579 -2.994 -1.371
H -3.642 -4.291 -2.136
H -1.176 -2.955 0.153
H -2.244 -4.306 -0.175
H -2.903 -2.847 0.603
H -3.105 -0.398 2.916
H -4.661 -1.237 2.949
H -4.624 0.540 2.950
H -5.415 -0.506 -0.560
H -6.056 0.478 0.777
H -6.018 -1.289 0.910
Cl 2.882 0.214 -1.727
C 3.442 1.096 -3.168
Cl 2.131 1.446 -4.303
H 4.151 0.467 -3.691
H 3.887 2.032 -2.854
*
```

E_HOMO	-6.8	eV
frontier orbital gap	7.05	eV

Need the Mulliken charges? In units of e they are:
1 Ca 1.29
2 C -2.33
3 C 0.01
4 N 2.11
5 N -1.70
6 C 0.48
7 N -0.48
8 S -0.51
9 C 0.48
10 C -1.05
11 C -0.82
12 C -0.98
13 C -0.61
14 N 1.50
15 H 0.38
16 H 0.40
17 H 0.50
18 H 0.23
19 H 0.24
20 H 0.51
21 H 0.46
22 H 0.52
23 H 0.14
24 O -0.74
25 C 0.04
26 O -0.77
27 C 0.54
28 C -1.00
29 C -0.88
30 C 1.03
31 C -0.84
32 C -0.47
33 C -0.82
34 C -0.09
35 C -0.29
36 N 0.34
37 H 0.56
38 H 0.41
39 H 0.38
40 H 0.38
41 H 0.43
42 H 0.60
43 C -0.95
44 N 0.90
45 C -0.95
46 P -1.94
47 O 0.05
48 O 0.92
49 P -0.84
50 O 0.10
51 N 0.66
52 C -1.04
53 C -0.95
54 N 0.43
55 C -1.02
56 C -0.25
57 N 0.78
58 C -0.93
59 C -0.87
60 H 0.32
61 H 0.23
62 H 0.28
63 H 0.38
64 H 0.27
65 H 0.08
66 H 0.22
67 H 0.37
68 H 0.30
69 H 0.25
70 H 0.30
71 H 0.33
72 H 0.31
73 H 0.25
74 H 0.38
75 H -0.15
76 H 0.47
77 H 0.15
78 H 0.15
79 H 0.35
80 H 0.28
81 H 0.11
82 H 0.24
83 H 0.37
84 Cl 0.15
85 C -0.64
86 Cl -0.15
87 H 0.39
88 H 0.32

(Q)
Below is C27H41CaCl2N9O5P2S as an isolated structure, with properties calculated with the ωB97M-V functional and the def2-TZVPD basis.

Geometry as ORCA input:
```
! RIJCOSX wB97M-V def2-TZVPD def2/J DEFGRID3
* xyz 0 1
Ca -0.041 0.299 0.905
C -4.052 2.696 1.593
C -2.978 1.653 1.636
N -1.725 1.955 1.620
N -1.429 3.268 1.587
C -0.143 3.534 1.774
N 0.177 4.840 1.612
S 1.148 2.466 2.208
C -3.291 0.210 1.737
C -4.567 -0.255 2.059
C -4.779 -1.614 2.214
C -3.720 -2.487 2.036
C -2.487 -1.948 1.700
N -2.268 -0.646 1.560
H -3.785 3.444 0.848
H -4.118 3.225 2.547
H -5.029 2.284 1.350
H -0.499 5.430 1.154
H 1.152 5.073 1.549
H -5.377 0.440 2.223
H -5.761 -1.983 2.480
H -3.837 -3.556 2.147
H -1.631 -2.589 1.525
O 2.252 1.476 -2.255
C 1.190 1.861 -1.756
O 0.377 1.158 -1.084
C 0.801 3.323 -1.973
C 1.725 4.177 -2.632
C 1.410 5.489 -2.793
C 0.174 5.970 -2.296
C -0.230 7.324 -2.390
C -1.428 7.727 -1.874
C -2.280 6.794 -1.239
C -1.919 5.480 -1.144
C -0.679 5.038 -1.668
N -0.356 3.725 -1.526
H 2.654 3.749 -2.979
H 2.088 6.175 -3.289
H 0.429 8.034 -2.876
H -1.730 8.764 -1.949
H -3.224 7.128 -0.827
H -2.537 4.745 -0.644
C 4.026 -2.580 3.592
N 3.043 -3.202 2.703
C 2.241 -4.216 3.385
P 2.294 -2.204 1.625
O 1.280 -1.255 2.144
O 1.609 -3.338 0.674
P 0.618 -2.971 -0.556
O -0.115 -1.710 -0.347
N 1.547 -2.886 -1.892
C 2.211 -4.070 -2.406
C 1.550 -1.710 -2.764
N -0.344 -4.308 -0.547
C 0.075 -5.644 -0.159
C -1.454 -4.275 -1.494
N 3.468 -1.475 0.773
C 4.408 -2.267 -0.008
C 3.445 -0.044 0.447
H 4.689 -3.356 3.974
H 3.548 -2.078 4.438
H 4.621 -1.853 3.042
H 2.905 -4.999 3.755
H 1.530 -4.664 2.697
H 1.692 -3.794 4.233
H 2.331 -4.821 -1.625
H 3.208 -3.805 -2.764
H 1.658 -4.517 -3.239
H 1.064 -0.872 -2.267
H 1.036 -1.930 -3.703
H 2.577 -1.410 -2.984
H 0.920 -5.597 0.524
H 0.357 -6.250 -1.027
H -0.750 -6.148 0.350
H -1.732 -3.246 -1.708
H -2.320 -4.772 -1.053
H -1.201 -4.785 -2.431
H 4.354 -3.316 0.278
H 5.426 -1.913 0.165
H 4.187 -2.178 -1.076
H 2.880 0.509 1.194
H 3.035 0.144 -0.547
H 4.470 0.332 0.474
Cl -2.419 0.485 -1.760
C -4.115 0.023 -1.743
Cl -4.362 -1.738 -1.806
H -4.604 0.446 -2.612
H -4.565 0.380 -0.823
*
```

E_HOMO	-7.0	eV
frontier orbital gap	7.28	eV

Need the Mulliken charges? In units of e they are:
1 Ca 1.74
2 C -1.07
3 C 0.79
4 N 0.32
5 N -1.06
6 C 0.34
7 N -0.35
8 S -0.49
9 C -0.18
10 C -0.71
11 C -0.55
12 C -1.01
13 C -0.33
14 N 0.13
15 H 0.02
16 H 0.29
17 H 0.45
18 H 0.20
19 H 0.26
20 H 0.37
21 H 0.43
22 H 0.47
23 H 0.50
24 O -0.79
25 C -0.76
26 O 0.86
27 C 0.70
28 C -0.86
29 C -0.86
30 C 1.13
31 C -0.85
32 C -0.42
33 C -0.38
34 C -0.04
35 C -0.53
36 N 0.01
37 H 0.53
38 H 0.39
39 H 0.37
40 H 0.39
41 H 0.40
42 H 0.35
43 C -1.00
44 N 0.25
45 C -0.84
46 P 0.36
47 O -1.11
48 O -0.13
49 P -1.20
50 O 0.20
51 N 1.37
52 C -1.06
53 C -0.72
54 N 0.59
55 C -0.97
56 C -0.90
57 N 0.61
58 C -1.03
59 C -0.79
60 H 0.34
61 H 0.32
62 H 0.31
63 H 0.36
64 H 0.09
65 H 0.31
66 H 0.30
67 H 0.39
68 H 0.24
69 H -0.12
70 H 0.27
71 H 0.31
72 H 0.20
73 H 0.29
74 H 0.31
75 H 0.12
76 H 0.39
77 H 0.29
78 H 0.33
79 H 0.36
80 H 0.20
81 H -0.02
82 H 0.28
83 H 0.33
84 Cl 0.00
85 C -0.18
86 Cl -0.18
87 H 0.45
88 H -0.07

Relative energies with respect to the most stable structure, expressed in eV: (P) 1.877; (Q) 0.000.

(P)
Below is an isolated ion of composition C7H14N3 and charge +1, with properties calculated with the ωB97M-V functional and the def2-TZVPD basis.

Geometry as ORCA input:
```
! RIJCOSX wB97M-V def2-TZVPD def2/J DEFGRID3
* xyz 1 1
C 2.706 0.108 -0.428
C 0.002 -0.044 2.039
C -0.411 0.016 0.593
C -0.809 1.656 -1.324
C -2.043 -1.745 0.151
C -1.271 1.192 0.068
C -0.543 -1.322 -0.193
N 2.023 0.210 0.532
N 0.868 0.566 0.959
N 3.830 0.059 -1.045
H -0.351 0.528 2.871
H 0.310 -1.028 2.486
H -0.963 1.054 -2.192
H 0.262 2.039 -1.370
H -1.392 2.496 -1.516
H -2.780 -1.668 -0.790
H -2.353 -1.081 1.011
H -1.928 -2.767 0.351
H -2.368 0.738 0.015
H -1.205 2.031 0.723
H -0.299 -1.214 -1.248
H 0.038 -2.056 0.342
H 4.250 0.997 -0.992
H 4.427 -0.767 -1.042
*
```

E_HOMO	-13.7	eV
structure (SMILES)	CCC1(CC)CN1N=C=[NH2+]
frontier orbital gap	9.46	eV

Need the Mulliken charges? In units of e they are:
1 C 0.25
2 C -0.77
3 C 0.37
4 C -1.25
5 C -1.23
6 C -0.29
7 C -0.39
8 N -0.06
9 N 0.01
10 N -0.35
11 H 0.29
12 H 0.27
13 H 0.35
14 H 0.24
15 H 0.46
16 H 0.24
17 H 0.35
18 H 0.45
19 H 0.24
20 H 0.37
21 H 0.40
22 H 0.43
23 H 0.31
24 H 0.30

(Q)
Below is a 2-piece molecular cluster, C7H14N3 overall, with properties calculated with the ωB97M-V functional and the def2-TZVPD basis.

Geometry as ORCA input:
```
! RIJCOSX wB97M-V def2-TZVPD def2/J DEFGRID3
* xyz 1 1
C 1.202 1.156 -1.952
C 0.067 1.089 -1.187
C 1.172 -0.646 -0.567
C -1.082 2.092 -1.220
C 3.295 -0.314 -1.573
C -1.225 -1.412 2.974
C -2.021 -0.675 0.834
N 1.929 -0.006 -1.489
N 0.002 0.049 -0.345
N -1.749 -1.648 1.646
H 1.606 2.013 -2.487
H -1.897 1.830 -1.904
H -1.424 2.190 -0.238
H -0.623 3.047 -1.534
H 3.723 0.103 -2.447
H 3.795 -0.064 -0.608
H 3.423 -1.396 -1.720
H -0.203 -1.414 2.927
H -1.556 -0.503 3.291
H -1.603 -2.231 3.618
H 1.492 -1.410 0.129
H -2.278 -0.933 -0.078
H -2.336 0.250 1.273
H -1.622 -2.586 1.260
*
```

E_HOMO	-12.1	eV
frontier orbital gap	8.34	eV

Need the Mulliken charges? In units of e they are:
1 C -0.42
2 C 0.43
3 C -0.44
4 C -1.16
5 C -0.92
6 C -0.80
7 C -0.20
8 N 0.09
9 N -0.18
10 N -0.08
11 H 0.38
12 H 0.23
13 H 0.32
14 H 0.38
15 H 0.38
16 H 0.33
17 H 0.33
18 H 0.33
19 H 0.31
20 H 0.31
21 H 0.40
22 H 0.41
23 H 0.27
24 H 0.32

(R)
Below is a 2-piece molecular cluster, C7H14N3 overall, with properties calculated with the ωB97M-V functional and the def2-TZVPD basis.

Geometry as ORCA input:
```
! RIJCOSX wB97M-V def2-TZVPD def2/J DEFGRID3
* xyz 1 1
C -2.212 -1.443 -0.845
C -2.798 1.746 -0.073
C -1.880 -1.173 0.550
C 3.618 -1.048 0.020
C 2.959 0.326 -0.171
C 1.647 0.416 0.489
C -0.695 0.952 0.407
N -3.109 -0.872 0.167
N -1.603 1.426 -0.444
N 0.558 0.744 -0.127
H -2.467 -2.437 -1.188
H -3.464 2.112 -0.835
H -3.086 1.876 0.972
H -1.445 -1.580 1.430
H 4.609 -1.032 -0.422
H 3.716 -1.292 1.074
H 3.036 -1.824 -0.470
H 2.877 0.561 -1.233
H 3.614 1.068 0.298
H -1.817 -0.778 -1.603
H 1.590 0.212 1.551
H -0.758 1.014 1.492
H 0.586 0.924 -1.134
H -3.475 0.103 0.093
*
```

E_HOMO (spin up / spin down)	-12.0 / -12.0	eV
frontier orbital gap (spin up / spin down)	7.49 / 7.49	eV

Need the Mulliken charges? In units of e they are:
1 C -0.38
2 C -0.79
3 C 0.02
4 C -1.18
5 C -0.41
6 C 0.09
7 C -0.43
8 N -0.34
9 N -0.47
10 N 0.05
11 H 0.27
12 H 0.40
13 H 0.38
14 H 0.40
15 H 0.33
16 H 0.35
17 H 0.36
18 H 0.26
19 H 0.30
20 H 0.23
21 H 0.40
22 H 0.49
23 H 0.36
24 H 0.32

(S)
Below is an isolated ion of composition C7H14N3 and charge +1, with properties calculated with the ωB97M-V functional and the def2-TZVPD basis.

Geometry as ORCA input:
```
! RIJCOSX wB97M-V def2-TZVPD def2/J DEFGRID3
* xyz 1 1
C -1.399 1.417 -0.692
C -0.176 1.338 -0.391
C -2.527 0.258 -0.360
C 1.234 -1.454 -0.290
C -0.288 -1.623 -0.312
C 1.718 -0.091 -0.773
C 1.338 0.987 1.440
N -2.056 -0.438 0.741
N -0.844 -0.916 0.809
N 1.157 1.090 -0.027
H -1.918 2.207 -1.212
H -3.485 0.730 -0.163
H -2.575 -0.326 -1.277
H 1.592 -1.659 0.718
H 1.677 -2.193 -0.958
H -0.685 -1.328 -1.290
H -0.510 -2.689 -0.165
H 2.805 -0.050 -0.676
H 1.455 0.043 -1.826
H 2.383 0.787 1.670
H 1.039 1.922 1.911
H 0.700 0.179 1.808
H -2.358 -0.087 1.648
H 1.725 1.896 -0.333
*
```

E_HOMO (spin up / spin down)	-11.9 / -11.4	eV
frontier orbital gap (spin up / spin down)	8.61 / 7.45	eV

Need the Mulliken charges? In units of e they are:
1 C -0.59
2 C 0.15
3 C -0.78
4 C -0.61
5 C -0.59
6 C -0.67
7 C -0.86
8 N -0.05
9 N -0.33
10 N 0.05
11 H 0.44
12 H 0.46
13 H 0.32
14 H 0.33
15 H 0.41
16 H 0.28
17 H 0.45
18 H 0.40
19 H 0.41
20 H 0.36
21 H 0.34
22 H 0.42
23 H 0.30
24 H 0.37

Relative energies with respect to the most stable structure, expressed in eV: (P) 3.331; (Q) 0.000; (R) 2.970; (S) 3.932.

(P)
Below is a 4-piece molecular cluster, H7O3S overall, with properties calculated with the ωB97M-V functional and the def2-TZVPD basis.

Geometry as ORCA input:
```
! RIJCOSX wB97M-V def2-TZVPD def2/J DEFGRID3
* xyz -1 1
S 0.557 0.812 -0.385
H 1.836 0.392 -0.516
H 1.871 -3.048 -0.682
H 1.139 -2.436 0.518
O 1.376 -3.276 0.100
H -1.939 -0.759 -1.644
H -1.800 -1.809 -0.604
O -2.352 -1.552 -1.333
H -0.311 2.439 1.669
H 0.005 3.937 1.299
O -0.231 3.368 1.996
*
```

E_HOMO	-3.5	eV
frontier orbital gap	7.41	eV

Need the Mulliken charges? In units of e they are:
1 S -0.85
2 H -0.07
3 H 0.31
4 H 0.32
5 O -0.66
6 H 0.32
7 H 0.32
8 O -0.65
9 H 0.30
10 H 0.30
11 O -0.64

(Q)
Below is a 4-piece molecular cluster, H7O3S overall, with properties calculated with the ωB97M-V functional and the def2-TZVPD basis.

Geometry as ORCA input:
```
! RIJCOSX wB97M-V def2-TZVPD def2/J DEFGRID3
* xyz -1 1
S 0.515 1.921 -0.208
H -0.551 2.355 0.463
H 1.624 -1.040 0.748
H 0.624 -1.432 -0.395
O 1.058 -1.747 0.424
H -1.004 0.258 -2.198
H 0.368 0.075 -2.634
O -0.501 -0.309 -2.801
H -0.306 -0.695 1.976
H -0.965 0.739 2.091
O -0.861 -0.126 2.535
*
```

E_HOMO	-3.5	eV
frontier orbital gap	7.60	eV

Need the Mulliken charges? In units of e they are:
1 S -0.83
2 H -0.10
3 H 0.32
4 H 0.35
5 O -0.70
6 H 0.32
7 H 0.30
8 O -0.68
9 H 0.37
10 H 0.29
11 O -0.65

Relative energies with respect to the most stable structure, expressed in eV: (P) 0.201; (Q) 0.000.

(P)
Below is an isolated molecule of HNO3P2, with properties calculated with the ωB97M-V functional and the def2-TZVPD basis.

Geometry as ORCA input:
```
! RIJCOSX wB97M-V def2-TZVPD def2/J DEFGRID3
* xyz 0 1
N 1.810 0.385 0.018
O 1.558 -0.203 1.057
O -0.925 1.409 1.164
O 0.772 0.688 -0.715
P -0.658 0.227 0.337
P -1.785 -1.275 -0.521
H -0.772 -1.231 -1.341
*
```

E_HOMO	-9.7	eV
frontier orbital gap	8.64	eV

Need the Mulliken charges? In units of e they are:
1 N 0.41
2 O -0.35
3 O -0.51
4 O -0.18
5 P 0.60
6 P 0.00
7 H 0.03

(Q)
Below is an isolated molecule of HNO3P2, with properties calculated with the ωB97M-V functional and the def2-TZVPD basis.

Geometry as ORCA input:
```
! RIJCOSX wB97M-V def2-TZVPD def2/J DEFGRID3
* xyz 0 1
N -0.644 1.069 -0.956
O -1.335 1.582 -0.122
O -0.785 1.521 -2.268
O 0.179 0.727 -4.387
P 0.638 1.152 -3.095
P 0.263 -0.279 -0.879
H -0.099 -0.630 0.438
*
```

E_HOMO (spin up / spin down)	-9.6 / -9.6	eV
frontier orbital gap (spin up / spin down)	8.36 / 8.36	eV

Need the Mulliken charges? In units of e they are:
1 N 0.74
2 O -0.55
3 O -0.25
4 O -0.41
5 P 0.43
6 P -0.03
7 H 0.08

Relative energies with respect to the most stable structure, expressed in eV: (P) 0.000; (Q) 0.123.